[1]
Computed, not measured: a gas-phase ion, C41H35N4 (charge +1) in a non-equilibrium geometry, with the ωB97M-V functional and the def2-TZVPD basis.

SMILES: Cc1cn(C(c2ccc(N(c3ccccc3)c3ccccc3)cc2)c2ccc(N(c3ccccc3)c3ccccc3)cc2)c[nH+]1
strongest force on any atom: 0.06138 hartree/bohr
charge: +1
Kohn-Sham gap: 7.40 eV
E: -49037.9949 eV
HOMO: -9.94 eV

Each line ends with the Mulliken charge.
Atoms and positions in Å:
C (4.3814, 4.1320, 4.0230)  -1.34
C (3.6185, 3.2453, 3.1381)  0.41
C (3.4008, 1.9129, 3.0037)  -0.63
N (2.4423, 1.6724, 1.9768)  0.17
C (2.0379, 0.1809, 1.0276)  -0.07
C (1.7716, 0.2890, -0.4717)  -0.04
C (2.5474, 1.2368, -1.1853)  -0.65
C (2.3717, 1.4539, -2.5737)  -1.02
C (1.7098, 0.4876, -3.3493)  0.59
N (1.8052, 0.5970, -4.7674)  0.79
C (1.9218, -0.5352, -5.6239)  -0.04
C (3.1492, -0.9437, -6.1888)  -0.30
C (3.2083, -1.9834, -7.1256)  -0.60
C (2.0333, -2.6140, -7.5670)  -0.40
C (0.8188, -2.2482, -6.9634)  -0.80
C (0.7621, -1.1848, -6.0505)  0.12
C (1.3991, 1.8448, -5.3429)  -0.07
C (0.0259, 2.0606, -5.5110)  -0.12
C (-0.4650, 3.2757, -6.0003)  -0.74
C (0.4250, 4.2795, -6.4108)  -0.40
C (1.8033, 4.0621, -6.2786)  -0.73
C (2.2844, 2.8385, -5.7879)  -0.07
C (0.8691, -0.4548, -2.6685)  -0.81
C (0.8400, -0.4584, -1.2522)  -0.14
C (0.8488, -0.3191, 1.7998)  0.49
C (0.9611, -1.1601, 2.9470)  -1.04
C (-0.2128, -1.6058, 3.5984)  -0.63
C (-1.4909, -1.2485, 3.1155)  1.07
N (-2.6995, -1.7939, 3.6138)  0.92
C (-3.9368, -1.0823, 3.6034)  -0.58
C (-5.0898, -1.6572, 3.0219)  -0.06
C (-6.3139, -0.9733, 3.0147)  -0.66
C (-6.4727, 0.1974, 3.7831)  -0.32
C (-5.3526, 0.7252, 4.4524)  -0.75
C (-4.1111, 0.0797, 4.3820)  0.20
C (-2.6770, -2.9908, 4.3668)  -1.06
C (-2.6195, -2.9550, 5.7631)  0.16
C (-2.5894, -4.1478, 6.4838)  -0.76
C (-2.7029, -5.3800, 5.8199)  -0.37
C (-2.8014, -5.4076, 4.4180)  -0.77
C (-2.8002, -4.2146, 3.6958)  0.19
C (-1.5833, -0.3262, 2.0357)  -0.60
C (-0.4247, 0.1455, 1.4301)  -0.69
C (2.1434, 2.8980, 1.4734)  -0.26
N (2.8481, 3.8536, 2.1617)  -0.09
H (4.9558, 3.5552, 4.7463)  0.33
H (5.0779, 4.7836, 3.4583)  0.34
H (3.7013, 4.8084, 4.5833)  0.33
H (3.8068, 1.0982, 3.5390)  0.50
H (3.0311, -0.2892, 1.2591)  0.59
H (3.2636, 1.7889, -0.5900)  0.66
H (2.9001, 2.3084, -3.0206)  0.39
H (4.0514, -0.4041, -5.9192)  0.38
H (4.1728, -2.3040, -7.5334)  0.36
H (2.0800, -3.4049, -8.3285)  0.37
H (-0.0904, -2.7924, -7.2474)  0.35
H (-0.2143, -0.8432, -5.7067)  0.20
H (-0.6769, 1.2743, -5.2376)  0.27
H (-1.5443, 3.4520, -6.0787)  0.35
H (0.0549, 5.2319, -6.8088)  0.37
H (2.5032, 4.8524, -6.5646)  0.36
H (3.3520, 2.6572, -5.7322)  0.44
H (0.2842, -1.1885, -3.2491)  0.40
H (0.1177, -1.1617, -0.7527)  0.38
H (1.9616, -1.4463, 3.2801)  0.46
H (-0.0940, -2.3367, 4.4100)  0.40
H (-5.0672, -2.6554, 2.5705)  0.34
H (-7.1842, -1.3478, 2.4460)  0.37
H (-7.4507, 0.6936, 3.8493)  0.37
H (-5.4490, 1.6346, 5.0619)  0.35
H (-3.2739, 0.4289, 4.9850)  0.37
H (-2.5824, -1.9851, 6.2604)  0.38
H (-2.4796, -4.1117, 7.5716)  0.37
H (-2.6848, -6.3164, 6.3908)  0.38
H (-2.8873, -6.3700, 3.8922)  0.36
H (-2.8949, -4.2220, 2.6062)  0.43
H (-2.5848, -0.0993, 1.6215)  0.43
H (-0.5146, 0.9016, 0.5919)  0.35
H (1.4100, 3.1474, 0.6893)  0.44
H (2.8642, 4.8784, 1.9266)  0.32



[2]
Computed, not measured: a molecular structure, H15O8Y in a non-equilibrium geometry, with the ωB97M-V functional and the def2-TZVPD basis.

spin multiplicity: 2
strongest force on any atom: 0.04860 hartree/bohr
charge: +3
Kohn-Sham gap (alpha / beta): 13.55 / 8.28 eV
E: -17640.7459 eV
HOMO (alpha / beta): -24.02 / -24.01 eV

Each line ends with the Löwdin spin population.
Atoms and positions in Å:
Y (-0.0777, -0.2091, 0.0098)  0.00
O (0.3412, -1.7768, 1.5244)  0.93
H (0.6495, -1.3169, 2.3293)  0.02
O (1.9074, 1.0812, 0.0261)  0.00
H (1.9166, 1.9940, -0.2617)  0.00
H (2.5511, 1.0462, 0.7337)  0.00
O (-1.2321, -2.0243, -1.0440)  0.00
H (-1.1449, -2.8651, -0.5949)  0.00
H (-1.8369, -2.1990, -1.7651)  0.00
O (1.7966, -1.6481, -0.8043)  0.05
H (1.9354, -2.5427, -1.1150)  0.00
H (2.6488, -1.3780, -0.4620)  0.00
O (-0.7098, 2.0112, -0.1878)  0.00
H (-1.0446, 2.3574, -1.0150)  0.00
H (-0.8164, 2.7309, 0.4342)  0.00
O (-2.3254, -0.1185, 0.7545)  0.00
H (-2.5916, -0.9109, 1.2208)  0.00
H (-3.0774, 0.4688, 0.8306)  0.00
O (0.2182, 0.4719, -2.2433)  0.00
H (0.7345, 0.0898, -2.9530)  0.00
H (-0.1077, 1.2976, -2.6012)  0.00
O (0.0693, 0.8918, 2.0994)  0.00
H (-0.4489, 0.8964, 2.9042)  0.00
H (0.6450, 1.6522, 2.1803)  0.00